Below is C6H9NS in the gas phase in a non-equilibrium geometry, with properties calculated with ωB97M-V/def2-TZVPD.

Properties
Energy above the lowest of the compared OMol25 structures with the same formula, charge and spin in kJ/mol: 413.5
Highest occupied orbital energy in Ha: -0.31306
Frontier orbital gap in eV: 9.3
Calculated total energy in a.u.: -686.80531
SMILES string: C=C1CN[C@@H]2C[C@@]12S
Maximum force in hartree/bohr: 0.0208

Geometry as ORCA input:
```
! RIJCOSX wB97M-V def2-TZVPD def2/J DEFGRID3
* xyz 0 1
C 1.424 -1.973 -0.612
C 0.675 -0.891 -0.519
C 0.322 0.100 -1.686
N -0.958 0.819 -1.301
C -1.367 -0.079 -0.246
C -1.564 -0.380 1.209
C -0.136 -0.344 0.634
S 0.656 1.233 1.159
H 1.629 -2.598 0.240
H 1.851 -2.270 -1.545
H 0.147 -0.487 -2.615
H 1.117 0.832 -1.861
H -0.748 1.769 -0.936
H -1.592 -1.030 -0.775
H -1.698 0.377 1.970
H -2.075 -1.309 1.363
H 1.455 0.655 2.050
*
```